76
Properties=species:S:1:pos:R:3:lowdin_charge:R:1 method="wB97M-V/def2-TZVPD" multiplicity=6 e_tot_ha=-2208.89148 lumo_ha="0.021 / -0.101" de_lowest_kcal_mol=69.41 total_charge=0
Ru -1.30 -0.85 0.63 1.042
Cl -3.56 -1.20 1.13 -0.023
O -1.28 2.27 0.96 0.081
O 2.00 -0.12 -3.01 -0.073
O -0.47 -1.27 2.50 -0.172
O 1.60 -0.95 0.30 -0.030
O 0.75 1.30 1.73 0.060
O -0.41 -2.96 0.05 -0.110
N -0.97 -0.64 4.57 -0.166
N 3.21 0.45 -0.60 -0.182
N 0.49 -4.82 -0.86 -0.184
C -2.50 0.50 -1.61 -0.206
C 1.54 -5.50 -1.62 -0.044
C 0.12 1.37 -3.65 -0.191
C -0.72 3.02 1.95 -0.242
C 0.47 -3.49 -0.66 -0.264
C -2.08 -1.91 -2.08 -0.123
C 0.50 2.46 2.41 -0.221
C 2.48 -0.71 -0.54 -0.298
C -0.14 2.54 -5.67 -0.073
C 3.75 0.95 -1.84 -0.089
C -0.83 4.39 3.90 -0.105
C 3.75 1.04 0.61 -0.055
C -3.89 0.49 -2.01 -0.122
C 0.38 3.85 4.35 -0.110
C 0.83 0.15 -3.36 -0.150
C 1.08 2.90 3.59 -0.009
C -1.17 -0.53 3.27 -0.321
C 0.57 3.67 -3.61 -0.063
C -2.00 -0.71 -1.14 -0.499
C 0.33 2.52 -2.87 -0.024
C 0.39 3.66 -5.00 -0.066
C -1.78 0.15 5.47 -0.034
C -0.46 -5.65 -0.16 -0.034
C -0.37 1.38 -4.98 -0.020
C -0.21 -1.76 5.09 -0.016
C -1.37 4.00 2.66 -0.009
B -0.50 1.03 0.99 -0.477
H 0.67 4.54 -5.56 0.106
H -2.30 -2.84 -1.53 0.061
H 4.84 1.08 0.51 0.082
H 0.40 2.49 -1.78 0.127
H -4.47 1.14 -1.37 0.082
H -0.70 0.42 -5.42 0.133
H -1.99 0.12 2.90 0.107
H 1.09 -6.17 -2.36 0.089
H 3.39 2.07 0.73 0.087
H 3.49 0.44 1.49 0.091
H -1.37 5.12 4.51 0.101
H -0.89 -2.57 5.38 0.103
H 0.05 -0.70 -3.29 0.130
H 0.99 4.54 -3.08 0.116
H 2.16 -4.75 -2.13 0.090
H -2.87 -1.72 -2.82 0.067
H -1.87 1.17 5.08 0.095
H -1.93 1.43 -1.66 0.086
H -0.80 -6.45 -0.83 0.090
H 0.01 -6.11 0.72 0.099
H -1.31 -5.04 0.16 0.093
H 2.17 -6.10 -0.95 0.092
H 0.49 -2.14 4.34 0.094
H -1.23 -2.12 -2.76 0.056
H 3.25 1.90 -2.08 0.098
H 4.85 1.02 -1.79 0.085
H -2.79 -0.27 5.56 0.100
H -4.08 0.73 -3.04 0.071
H 2.03 2.49 3.93 0.115
H -0.29 2.55 -6.74 0.105
H 0.78 4.18 5.31 0.098
H 1.27 -2.93 -1.20 0.131
H 0.32 -1.43 5.98 0.089
H -2.31 4.43 2.28 0.121
H 2.74 -1.42 -1.38 0.131
H -1.31 0.17 6.44 0.087
H 3.53 0.23 -2.64 0.057
H -4.27 -0.50 -1.83 0.056